Record 1
C23H67BF4O10 | wB97M-V/def2-TZVPD

Positions of all 105 atoms, in Å:
O -42.617920 -56.832067 -2.650779
H -42.859023 -57.659871 -2.003672
H -42.270895 -56.187920 -2.157915
H -43.452703 -56.819837 -3.062242
B -44.081463 -53.616714 -3.288008
F -43.115962 -54.246563 -2.494710
F -43.946234 -54.045227 -4.609073
F -45.412119 -53.945806 -2.815378
F -43.942350 -52.263020 -3.321760
C -48.351925 -55.741538 -4.515937
O -47.106244 -55.239634 -4.567750
H -48.972904 -55.493346 -3.425722
H -48.171097 -56.725132 -4.785478
H -49.018355 -55.320779 -5.377588
H -46.970620 -54.801375 -3.798849
C -42.356309 -52.417022 -0.007131
O -41.581389 -52.571702 -1.181030
H -43.124388 -53.137832 0.137794
H -43.070469 -51.719900 -0.166271
H -41.918829 -52.221669 0.873132
H -42.147360 -52.868340 -1.948456
C -47.921882 -52.463622 -5.021475
C -49.237969 -53.233382 -5.277854
C -49.755411 -53.924924 -4.000006
O -50.271058 -52.488748 -5.785196
H -47.920716 -51.688036 -4.292830
H -47.818092 -51.903121 -5.950771
H -46.984906 -53.113568 -4.979638
H -48.986800 -53.985277 -6.134531
H -49.035008 -54.487762 -3.642288
H -50.604888 -54.551210 -4.328672
H -50.023037 -53.251570 -3.179236
H -50.996405 -53.033473 -5.886300
C -44.552616 -56.687460 0.348905
C -45.588956 -57.515365 -0.378657
C -46.745942 -56.624248 -0.925826
O -44.897525 -58.000831 -1.563292
H -44.220411 -55.998069 -0.431964
H -43.637798 -57.273900 0.570472
H -44.960668 -56.193853 1.236779
H -45.999538 -58.278609 0.452240
H -47.131814 -55.858701 -0.171841
H -47.673325 -57.225441 -1.280776
H -46.675678 -56.053738 -1.742234
H -45.532087 -58.568222 -1.992343
C -44.888986 -56.962141 -6.814694
C -44.815687 -57.745285 -5.494520
C -43.773045 -58.744752 -5.444912
O -44.547933 -56.718212 -4.567516
H -45.759702 -56.395366 -6.694726
H -45.042748 -57.544549 -7.747733
H -44.220716 -56.209485 -6.801844
H -45.786192 -58.163627 -5.366054
H -43.557005 -59.158627 -4.425624
H -42.871036 -58.375165 -5.669830
H -44.161975 -59.602127 -5.941731
H -45.092998 -55.981707 -4.674968
C -40.218118 -55.719541 1.240708
C -39.771512 -55.798521 -0.242531
C -39.495336 -57.215545 -0.571216
O -40.912340 -55.400411 -0.987660
H -39.419479 -56.179347 1.877813
H -41.141791 -56.315216 1.426301
H -40.152980 -54.556710 1.447745
H -38.972145 -55.203179 -0.567874
H -40.354813 -57.767254 -0.516618
H -38.831453 -57.699994 0.078369
H -39.069927 -57.323512 -1.606264
H -40.694473 -54.438427 -0.813975
C -39.188472 -54.654904 -4.385773
C -40.555118 -54.029869 -4.677873
C -40.476078 -52.775560 -5.554999
O -41.347142 -55.055857 -5.261561
H -38.618041 -54.740797 -5.353488
H -39.421085 -55.624896 -4.019582
H -38.750309 -53.975169 -3.631347
H -40.912296 -53.748666 -3.721226
H -41.479642 -52.611226 -5.832003
H -40.104181 -52.923376 -6.687978
H -39.921965 -52.046283 -5.190025
H -42.155365 -54.671992 -5.272607
C -47.057704 -50.016728 -0.959663
C -46.372879 -51.337689 -0.754062
C -46.374326 -51.833889 0.794532
O -47.063688 -52.426811 -1.481703
H -46.992114 -49.733336 -2.073202
H -46.472486 -49.287747 -0.477991
H -48.086448 -50.022193 -0.569713
H -45.241715 -51.092211 -1.234621
H -47.291489 -51.797246 1.111307
H -45.714395 -51.024450 1.418321
H -46.001987 -52.799960 0.972027
H -46.427129 -52.912218 -1.917601
C -42.866697 -47.650728 -4.260327
C -42.813718 -49.155037 -3.684591
C -41.748346 -49.306792 -2.594057
O -44.032736 -49.562472 -3.201128
H -43.812098 -47.467529 -4.694007
H -42.009357 -47.551329 -4.942414
H -42.795926 -47.112277 -3.533673
H -42.407253 -49.805074 -4.522995
H -40.854164 -49.085088 -3.018801
H -41.604373 -50.469041 -2.155883
H -42.184638 -48.801831 -1.799588
H -44.362888 -50.486205 -3.337426

Atoms 1-6, force components in eV/Å:
O -0.3217 -9.3230 0.1415
H 0.9306 2.3493 -1.5056
H 2.3266 5.6239 3.4677
H -3.1637 1.6799 -2.4505
B -1.1954 -0.4745 -1.0507
F -0.2303 -0.1988 0.2193

Output
total charge = 0
largest force on an atom = 10.697 eV Å⁻¹
frontier orbital gap = 8.96 eV
HOMO = -9.1 eV
energy = -56951.4512 eV

---

Record 2
C3H9OS | wB97M-V/def2-TZVPD

Positions of all 14 atoms, in Å:
C -2.467273 0.363455 -1.274939
O -1.186224 0.877451 -1.449387
H -3.067412 0.826562 -0.395952
H -2.513602 -0.757328 -1.265417
H -3.103188 0.544946 -2.137605
C 2.231580 -0.728144 -0.263007
C 1.538517 0.333859 0.527165
S 0.031617 -0.414215 1.379035
H 2.975519 -1.332264 0.443608
H 1.469322 -1.484170 -0.586062
H 2.742133 -0.426820 -1.175017
H 1.430684 1.181084 -0.145082
H 2.107296 0.633536 1.414210
H -0.873773 0.607264 -0.557458

Atoms 1-6, force components in eV/Å:
C -2.4123 -0.4400 -0.0680
O -0.4744 -0.2654 0.8573
H 1.1930 -0.9069 -1.0119
H 0.3606 0.6946 0.7618
H 0.0732 0.6232 -0.4933
C 1.0535 -3.0540 0.9842

Output
total charge = -1
energy relative to the best compared isomer or geometry (same formula, charge and spin) = 1.418 eV
largest force on an atom = 3.377 eV Å⁻¹
frontier orbital gap = 6.72 eV
HOMO = -2.6 eV
energy = -16139.6385 eV

---

Record 3
C4H12BrN3 | wB97M-V/def2-TZVPD

Positions of all 20 atoms, in Å:
C -0.254177 0.179066 -1.015111
C 1.062542 -0.108641 -0.883749
C 2.711443 1.534239 0.150211
C -1.973222 -0.575691 1.081364
N -2.961839 -1.472158 1.263891
N -1.277082 -0.726696 -0.666803
N 2.097699 0.916813 -1.100515
Br 1.806439 -1.792464 -0.331522
H -0.692128 1.182919 -1.028807
H 3.056441 0.605404 0.610913
H 3.382920 2.367352 0.116036
H 1.918364 1.800747 0.781230
H -2.372102 0.405661 0.709311
H -1.198784 -0.423075 1.800939
H -3.840173 -0.994464 1.338733
H -2.987458 -2.205743 1.957626
H -1.061184 -1.673665 -0.407033
H -2.211616 -0.688271 -1.036011
H 1.923733 1.418072 -1.976981
H 2.870184 0.250596 -1.363722

Atoms 1-6, force components in eV/Å:
C 0.4047 -0.1498 1.2279
C -1.5361 -0.0662 0.4660
C -1.0135 -1.6865 0.7003
C -2.1292 2.5844 -0.4289
N -0.0960 0.6262 0.3029
N 0.3037 -1.3606 1.8918

Output
total charge = +2
energy relative to the best compared isomer or geometry (same formula, charge and spin) = 0.000 eV
largest force on an atom = 3.376 eV Å⁻¹
frontier orbital gap = 9.74 eV
HOMO = -17.8 eV
energy = -78835.8372 eV

---

Record 4
C4H14O3 | wB97M-V/def2-TZVPD

Positions of all 21 atoms, in Å:
C -2.233822 0.056330 1.562503
C -1.844532 -0.664145 0.254803
C -1.157580 0.320542 -0.574003
C -1.723445 1.031368 -1.635934
H -1.471274 0.732250 1.968298
H -2.373092 -0.623807 2.400519
H -3.117702 0.685592 1.478253
H -1.257546 -1.552514 0.521621
H -2.758797 -1.043400 -0.206204
H -0.329781 0.770539 -0.018903
H -1.341093 1.995183 -1.934082
H -2.674689 0.741791 -2.060918
H 0.776949 -2.891981 -1.888429
H 0.442338 -1.851886 -0.894265
O 1.130033 -2.443640 -1.126445
H 2.003360 0.689375 1.154565
H 1.481019 -0.105398 2.432697
O 1.368562 0.672032 1.886296
H 2.526690 1.221864 -1.297255
H 3.968514 1.138068 -1.035817
O 3.135917 1.300593 -0.535028

Atoms 1-6, force components in eV/Å:
C 0.3587 1.1824 1.4013
C -0.9430 -0.7909 -0.8312
C -0.1099 0.4978 2.1117
C -0.5944 0.2401 -0.1606
H 0.2698 -0.1202 -0.4368
H -0.2011 -0.4790 -0.3850

Output
total charge = +1
<S²> = 0.753
energy relative to the best compared isomer or geometry (same formula, charge and spin) = 1.421 eV
largest force on an atom = 2.172 eV Å⁻¹
frontier orbital gap (spin up / spin down) = 9.18 / 5.43 eV
HOMO (spin up / spin down) = -14.6 / -14.6 eV
2S+1 = 2
energy = -10507.1425 eV

---

Record 5
C3H11NOS | wB97M-V/def2-TZVPD

Positions of all 17 atoms, in Å:
C 1.602826 0.619519 1.333938
N 1.348733 0.076143 -0.003529
C 0.423835 0.973020 -0.732955
C -0.627379 0.371108 -1.654361
S -2.160313 0.279765 -0.557455
H 2.288911 -0.056978 1.866123
H 0.713346 0.588926 1.973248
H 2.064465 1.606368 1.296082
H 0.792578 -0.773263 0.097081
H -0.085342 1.704336 -0.072568
H 1.149716 1.531983 -1.339901
H -1.023307 1.087915 -2.376797
H -0.494938 -0.678464 -1.925092
H -2.828830 -1.521349 -0.842493
H -1.082146 -2.581233 1.432070
H -1.416164 -1.318833 0.625523
O -0.665992 -1.908964 0.881085

Atoms 1-6, force components in eV/Å:
C 0.3088 -1.2542 0.4369
N -1.7302 -0.1516 -0.0616
C 1.6576 0.9712 -0.7053
C -1.4616 -0.3228 1.8580
S -1.6325 -3.4546 -0.7168
H 0.1227 0.2589 -0.3331

Output
total charge = 0
energy relative to the best compared isomer or geometry (same formula, charge and spin) = 3.189 eV
largest force on an atom = 4.032 eV Å⁻¹
frontier orbital gap = 7.96 eV
HOMO = -8.8 eV
energy = -17659.2326 eV

---

Record 6
C24H29IrN5O3 | wB97M-V/def2-TZVPD

Positions of all 62 atoms, in Å:
N 0.231185 -0.882047 -2.855387
C 0.487138 -1.824007 -3.486645
C 1.159384 -2.933733 -4.073878
H 2.147295 -2.592299 -4.386005
H 0.595307 -3.286371 -4.930959
H 1.245387 -3.713469 -3.320275
N -3.940000 0.308006 -1.460032
C -5.087646 0.323513 -1.689000
C -6.340880 0.034102 -1.085459
H -6.917314 -0.463264 -1.868286
H -6.773977 1.005567 -0.821819
H -6.147902 -0.616369 -0.217515
N 0.117196 2.568685 -1.413471
C 0.236923 3.689813 -1.128222
C 0.765587 4.929867 -0.673139
H 0.491951 5.065194 0.369073
H 0.369870 5.735526 -1.281481
H 1.848694 4.875934 -0.780909
Ir -2.140020 0.663331 -1.932894
C -1.982588 1.311535 -0.112864
O -2.147207 1.522744 1.012708
C -1.820859 -1.061386 -1.079539
O -1.910222 -2.019916 -0.439844
C -1.925640 0.104422 -4.239098
C -0.803270 0.930997 -4.189854
C -0.871905 2.186939 -3.649581
C -2.064980 2.675216 -3.109478
C -3.241682 1.939504 -3.304536
C -3.168710 0.634756 -3.880586
H -1.871967 -0.924761 -4.592352
H 0.172781 0.579085 -4.512037
H 0.048687 2.756627 -3.588152
H -2.120102 3.638576 -2.601670
H -4.179010 2.339561 -2.914505
H -4.046523 -0.008188 -3.944466
C 0.568275 -1.787003 5.869926
C 1.861229 -2.199672 5.205017
N 2.205598 -1.510440 3.977254
C 3.444356 -0.730308 4.101465
C 4.705420 -1.587257 4.254606
C 1.308354 -1.579566 2.943806
O 0.323679 -2.317725 3.014574
C 1.494734 -0.833889 1.642374
C 2.739064 -0.588499 1.064203
C 2.840643 0.042890 -0.188256
C 1.648246 0.364304 -0.854652
N 0.480378 0.069109 -0.321500
C 0.357705 -0.501158 0.852463
H 0.574750 -0.718726 6.156487
H 0.412637 -2.372611 6.793632
H -0.292515 -1.966197 5.213384
H 2.661376 -1.982295 5.881831
H 1.831985 -3.267466 5.033254
H 3.549284 0.003539 3.305306
H 3.338972 -0.172357 5.047649
H 4.863724 -2.239199 3.385959
H 5.577809 -0.929808 4.343006
H 4.679046 -2.203522 5.159242
H 3.608983 -0.918112 1.590505
H 3.781682 0.290309 -0.642692
H 1.673778 0.873161 -1.826819
H -0.654171 -0.731192 1.180133

Atoms 1-6, force components in eV/Å:
N 0.4607 -1.7709 -0.7597
C 0.6448 1.7378 1.8559
C -0.1161 -0.6233 -0.6281
H -0.0047 -0.1341 -0.0962
H 0.1317 -0.3319 -0.1913
H 0.0348 -0.2067 -0.1175

Output
total charge = +4
<S²> = 8.829
energy relative to the best compared isomer or geometry (same formula, charge and spin) = 4.918 eV
largest force on an atom = 7.184 eV Å⁻¹
frontier orbital gap (spin up / spin down) = 4.77 / 4.52 eV
HOMO (spin up / spin down) = -17.5 / -21.1 eV
2S+1 = 6
energy = -41738.2074 eV